## i
This record from the OMol25 dataset describes C20H22N2O2 in the gas phase. The level of theory is ωB97M-V/def2-TZVPD.

The geometry in XYZ format:
```
46
Properties=species:S:1:pos:R:3:nbo_charge:R:1
C 0.704 3.155 -1.473 -0.632
H 0.534 4.201 -1.717 0.215
H 1.769 2.956 -1.581 0.194
H 0.149 2.541 -2.176 0.248
C 0.242 2.878 -0.044 -0.205
C 1.154 3.582 0.959 -0.605
H 1.224 4.641 0.724 0.212
H 2.153 3.153 0.922 0.210
H 0.774 3.479 1.973 0.207
H -0.777 3.266 0.070 0.206
C 0.178 1.373 0.288 -0.137
N 1.402 0.684 -0.059 -0.607
C 1.873 -0.335 0.694 0.654
O 1.392 -0.627 1.777 -0.640
C 3.060 -1.036 0.128 -0.068
C 4.029 -1.504 1.011 -0.193
C 5.145 -2.167 0.535 -0.208
C 5.293 -2.384 -0.825 -0.197
C 4.320 -1.943 -1.706 -0.213
C 3.206 -1.270 -1.236 -0.211
H 2.440 -0.960 -1.933 0.213
H 4.426 -2.128 -2.765 0.216
H 6.163 -2.904 -1.198 0.215
H 5.898 -2.519 1.225 0.216
H 3.890 -1.335 2.068 0.233
H 1.735 0.810 -1.001 0.411
C -0.971 0.677 -0.463 0.688
O -0.995 0.677 -1.682 -0.639
N -1.901 0.048 0.292 -0.438
C -3.021 -0.625 -0.219 0.217
C -3.482 -0.680 -1.523 -0.242
C -4.638 -1.405 -1.777 -0.206
C -5.317 -2.055 -0.761 -0.224
C -4.849 -1.997 0.545 -0.192
C -3.703 -1.280 0.807 -0.065
C -2.994 -1.072 2.111 -0.418
H -2.606 -2.018 2.493 0.222
H -3.658 -0.655 2.869 0.221
C -1.857 -0.103 1.749 -0.226
H -2.013 0.872 2.222 0.193
H -0.885 -0.499 2.055 0.248
H -5.372 -2.503 1.342 0.211
H -6.215 -2.612 -0.984 0.211
H -5.011 -1.457 -2.788 0.213
H -2.956 -0.179 -2.316 0.251
H 0.068 1.263 1.367 0.240
```

Results
**Orbital gap**: 8.963 eV
**SMILES string**: CC(C)[C@H](NC(=O)c1ccccc1)C(=O)N1CCc2ccccc21
**Lowest unoccupied orbital energy**: 0.788 eV

## ii
This record from the OMol25 dataset describes C20H22N2O2 in the gas phase. The level of theory is ωB97M-V/def2-TZVPD.

The geometry in XYZ format:
```
46
Properties=species:S:1:pos:R:3:nbo_charge:R:1
C -4.501 -2.622 -0.059 -0.253
H -3.732 -2.726 -0.833 0.173
O -5.219 -1.421 -0.201 -0.490
C -4.556 -0.240 -0.072 0.305
C -5.338 0.911 -0.189 -0.246
C -4.767 2.159 -0.050 -0.185
C -3.410 2.283 0.200 -0.198
C -2.620 1.146 0.288 -0.122
C -3.192 -0.118 0.159 -0.274
H -2.577 -0.998 0.282 0.210
C -1.161 1.318 0.568 0.665
O -0.739 2.123 1.370 -0.593
N -0.369 0.488 -0.170 -0.637
C 1.033 0.411 -0.105 0.268
C 1.829 1.543 -0.113 -0.089
C 3.211 1.374 -0.009 0.244
N 3.810 0.210 0.087 -0.436
C 3.050 -0.885 0.057 0.222
C 1.664 -0.847 -0.054 -0.107
C 0.833 -2.105 -0.063 -0.419
C 1.667 -3.370 -0.252 -0.389
C 2.904 -3.319 0.634 -0.394
C 3.801 -2.183 0.161 -0.433
H 4.647 -2.034 0.833 0.231
H 4.211 -2.423 -0.825 0.212
H 3.445 -4.265 0.588 0.211
H 2.606 -3.148 1.670 0.198
H 1.980 -3.449 -1.296 0.198
H 1.058 -4.245 -0.016 0.208
H 0.089 -2.055 -0.866 0.195
H 0.288 -2.164 0.886 0.212
C 3.906 2.701 -0.014 -0.441
H 4.182 2.962 1.010 0.217
H 4.815 2.686 -0.613 0.224
C 2.833 3.655 -0.561 -0.387
H 2.943 3.740 -1.644 0.199
H 2.913 4.653 -0.134 0.211
C 1.484 2.992 -0.232 -0.431
H 1.078 3.350 0.717 0.245
H 0.730 3.175 -0.999 0.213
H -0.831 -0.224 -0.717 0.404
H -2.951 3.251 0.326 0.230
H -5.383 3.041 -0.131 0.219
H -6.393 0.794 -0.375 0.227
H -4.037 -2.701 0.930 0.178
H -5.233 -3.419 -0.175 0.204
```

Results
**Orbital gap**: 9.055 eV
**SMILES string**: COc1cccc(C(=O)Nc2c3c(nc4c2CCC4)CCCC3)c1
**Lowest unoccupied orbital energy**: 0.469 eV

Energies, relative to the best one, in kJ/mol: i 0.0; ii 36.7.

## i
This record from the OMol25 dataset describes C17H23N3O3 in the gas phase. The level of theory is ωB97M-V/def2-TZVPD.

The geometry in XYZ format:
```
46
Properties=species:S:1:pos:R:3:nbo_charge:R:1
C -0.721 -0.662 1.244 -0.137
C 0.769 -0.865 1.058 0.683
C -1.395 -0.798 -0.184 -0.407
C -2.897 -0.909 -0.106 -0.152
C -3.636 -2.052 0.058 0.005
C -3.816 0.174 -0.199 -0.018
C -5.115 -0.384 -0.109 0.090
C -3.602 1.549 -0.356 -0.234
C -6.237 0.409 -0.143 -0.219
C -4.754 2.313 -0.439 -0.224
C -6.062 1.800 -0.345 -0.223
C 2.820 0.463 0.807 -0.152
C 3.158 1.951 0.508 0.790
C 3.589 -0.406 -0.256 -0.221
C 3.116 -0.235 -1.707 -0.634
C 5.151 -0.201 -0.175 -0.401
C 5.825 -1.415 -0.846 -0.614
H -0.810 0.603 2.870 0.374
H -2.027 0.756 1.755 0.381
H -1.083 -1.522 1.814 0.200
H -0.989 -1.653 -0.703 0.238
H -1.104 0.123 -0.739 0.209
H -3.434 -3.099 0.141 0.212
H -5.575 -2.502 0.079 0.410
H -2.591 1.955 -0.400 0.220
H -7.241 0.023 -0.029 0.216
H -4.638 3.365 -0.674 0.210
H -6.908 2.461 -0.438 0.219
H 0.798 1.147 1.049 0.432
H 3.237 0.276 1.790 0.216
H 3.318 -1.421 0.046 0.245
H 3.206 0.736 -2.165 0.213
H 2.064 -0.533 -1.770 0.207
H 3.692 -0.940 -2.339 0.222
H 5.515 -0.085 0.849 0.214
H 5.412 0.730 -0.687 0.209
H 5.854 -1.429 -1.953 0.206
H 5.383 -2.344 -0.470 0.205
H 6.865 -1.424 -0.517 0.211
H 1.595 1.826 -0.600 0.499
N -1.055 0.631 1.870 -0.854
N -4.929 -1.752 0.066 -0.510
N 1.397 0.335 0.819 -0.682
O 1.357 -1.936 1.011 -0.613
O 4.125 2.511 0.963 -0.567
O 2.371 2.432 -0.452 -0.678
```

Results
**Orbital gap**: 8.660 eV
**SMILES string**: CC[C@H](C)[C@H](NC(=O)[C@@H](N)Cc1c[nH]c2ccccc12)C(=O)O
**Lowest unoccupied orbital energy**: 0.556 eV

## ii
This record from the OMol25 dataset describes C17H23N3O3 in the gas phase. The level of theory is ωB97M-V/def2-TZVPD.

The geometry in XYZ format:
```
46
Properties=species:S:1:pos:R:3:nbo_charge:R:1
C 3.119 -2.869 1.769 -0.637
C 2.283 -3.532 0.678 -0.068
H 2.789 -4.429 0.313 0.188
H 1.299 -3.813 1.071 0.177
O 2.127 -2.710 -0.473 -0.548
C 1.123 -1.745 -0.373 0.380
O -0.170 -2.287 -0.349 -0.559
C -0.495 -3.314 -1.283 -0.074
C -0.958 -2.825 -2.655 -0.650
H -1.619 -3.568 -3.095 0.212
H -0.120 -2.678 -3.331 0.201
H -1.498 -1.886 -2.563 0.242
H -1.313 -3.847 -0.789 0.184
H 0.356 -3.996 -1.390 0.180
C 1.362 -0.706 -1.490 -0.272
N 0.749 0.558 -1.172 -0.601
C -0.406 0.986 -1.750 0.657
O -0.924 0.434 -2.698 -0.605
C -0.914 2.254 -1.180 0.042
C -1.261 3.404 -1.858 -0.283
C -1.545 4.353 -0.857 0.146
N -1.389 3.816 0.338 -0.264
N -1.010 2.549 0.150 -0.189
C -0.867 1.693 1.250 0.201
C -1.207 0.347 1.161 -0.253
C -1.043 -0.473 2.263 -0.194
C -0.563 0.044 3.455 -0.224
C -0.257 1.392 3.550 -0.202
C -0.406 2.219 2.453 -0.238
H -0.181 3.273 2.507 0.239
H 0.104 1.801 4.482 0.217
H -0.438 -0.601 4.313 0.215
H -1.297 -1.518 2.179 0.226
H -1.597 -0.063 0.242 0.237
C -1.964 5.768 -1.033 -0.637
H -1.203 6.321 -1.582 0.221
H -2.110 6.227 -0.060 0.232
H -2.893 5.818 -1.598 0.223
H -1.288 3.539 -2.919 0.235
H 1.087 1.033 -0.349 0.400
H 2.442 -0.581 -1.603 0.212
H 0.934 -1.046 -2.431 0.241
H 1.185 -1.214 0.595 0.152
H 2.611 -1.998 2.176 0.206
H 4.077 -2.556 1.362 0.212
H 3.289 -3.578 2.574 0.216
```

Results
**Orbital gap**: 9.414 eV
**SMILES string**: CCOC(CNC(=O)c1cc(C)nn1-c1ccccc1)OCC
**Lowest unoccupied orbital energy**: 0.745 eV

Energies, relative to the best one, in kJ/mol: i 0.0; ii 107.2.